The following is a DFT calculation (ωB97M-V with the def2-TZVPD basis set) of C4H7NO in the gas phase.

The calculation puts the energy above the lowest of the compared OMol25 structures with the same formula, charge and spin at 240.6 kJ/mol. Its lowest unoccupied orbital energy is 0.031 Eh. The SMILES is O=CN1CCC1.

Each line ends with the natural charge from an NBO analysis.
Atoms and positions in Å:
C (2.00, 0.39, -0.19)  0.547
C (-0.57, 0.94, 0.16)  -0.211
C (-1.42, -0.39, -0.06)  -0.413
C (-0.05, -1.06, -0.03)  -0.221
H (2.05, 1.56, -0.43)  0.105
H (-0.50, 1.33, 1.26)  0.202
H (-0.98, 1.76, -0.50)  0.211
H (-1.90, -0.34, -1.07)  0.207
H (-2.29, -0.61, 0.72)  0.221
H (0.08, -1.90, -0.77)  0.211
H (0.03, -1.43, 1.01)  0.194
N (0.68, 0.16, -0.25)  -0.457
O (2.88, -0.43, 0.16)  -0.597

The following is a DFT calculation (ωB97M-V with the def2-TZVPD basis set) of a molecular structure, C24H12AlF5N6SSbSe4.

Its charge is +1. The calculation puts the energy above the lowest of the compared OMol25 structures with the same formula, charge and spin at 0.0 kJ/mol. Its lowest unoccupied orbital energy (spin up / spin down) is -0.182 / -0.188 Eh.

Each line ends with the natural charge from an NBO analysis.
Atoms and positions in Å:
Al (0.26, -0.33, 0.50)  1.489
C (3.53, -0.41, -2.33)  0.027
C (2.51, -0.82, -1.47)  0.068
N (1.82, 0.07, -0.78)  -0.532
C (2.14, 1.37, -0.92)  0.148
C (3.16, 1.75, -1.78)  0.047
N (3.85, 0.86, -2.48)  -0.310
C (1.33, 2.28, -0.09)  0.228
C (1.39, 3.66, -0.11)  -0.206
C (0.57, 4.39, 0.76)  0.076
C (-0.25, 3.69, 1.64)  -0.164
C (-0.26, 2.30, 1.61)  0.223
N (0.51, 1.63, 0.75)  -0.600
C (-1.06, 1.42, 2.48)  0.122
C (-1.86, 1.85, 3.52)  0.048
N (-2.53, 1.00, 4.29)  -0.318
C (-2.39, -0.29, 4.01)  0.038
C (-1.58, -0.75, 2.97)  0.059
N (-0.93, 0.12, 2.21)  -0.518
C (0.58, 5.86, 0.74)  -0.062
C (0.50, 6.59, 1.92)  -0.237
C (0.51, 7.98, 1.85)  0.056
N (0.60, 8.65, 0.70)  -0.372
C (0.67, 7.95, -0.42)  0.054
C (0.68, 6.56, -0.46)  -0.229
H (4.09, -1.14, -2.91)  0.230
H (2.24, -1.86, -1.34)  0.255
H (3.43, 2.79, -1.90)  0.217
H (2.06, 4.17, -0.78)  0.246
H (-0.90, 4.22, 2.31)  0.239
H (-1.97, 2.90, 3.76)  0.214
H (-2.93, -0.99, 4.63)  0.232
H (-1.47, -1.80, 2.76)  0.263
H (0.45, 6.11, 2.89)  0.223
H (0.46, 8.57, 2.75)  0.210
H (0.73, 8.52, -1.34)  0.210
H (0.72, 6.05, -1.41)  0.222
F (-2.67, 0.30, -6.31)  -0.266
C (-2.44, 0.11, -5.02)  0.285
C (-1.35, 0.72, -4.41)  0.276
F (-0.55, 1.52, -5.11)  -0.279
C (-1.12, 0.51, -3.06)  0.316
F (-0.07, 1.16, -2.50)  -0.318
C (-1.92, -0.30, -2.28)  -0.284
S (-1.72, -0.66, -0.56)  -0.225
C (-3.01, -0.90, -2.91)  0.330
F (-3.82, -1.69, -2.22)  -0.278
C (-3.27, -0.71, -4.26)  0.322
F (-4.31, -1.30, -4.83)  -0.274
Se (1.07, -6.03, 0.43)  -0.071
Sb (-0.20, -3.95, 0.51)  0.921
Se (-2.17, -4.38, 1.76)  -0.528
Se (-0.51, -3.21, -1.85)  -0.197
Se (1.33, -2.20, 1.50)  -0.627

The following is a DFT calculation (ωB97M-V with the def2-TZVPD basis set) of a molecular structure, C41H88As2F15NO13V.

As for the spin multiplicity: 2. The expectation value of S² is 0.783. Its lowest unoccupied orbital energy (spin up / spin down) is -0.108 / -0.093 Eh.

Each line ends with the Mulliken spin population.
Atoms and positions in Å:
O (2.02, -4.06, 2.31)  -0.265
V (1.33, -3.24, 3.41)  1.221
C (-6.58, -1.50, 4.54)  0.000
C (-5.33, -1.25, 3.74)  0.000
C (-5.52, -0.33, 2.58)  0.000
C (-4.32, -0.56, 1.52)  0.000
N (-4.11, 0.57, 0.49)  0.000
C (-3.10, 0.18, -0.60)  0.001
C (-2.45, 1.49, -1.04)  0.000
C (-2.33, 2.35, 0.23)  0.000
C (-3.39, 1.74, 1.23)  0.000
C (-5.45, 1.17, -0.07)  0.000
C (-6.47, 0.26, -0.84)  0.000
C (-7.57, 1.13, -1.46)  0.000
H (-6.79, -0.48, 4.88)  0.000
H (-6.48, -2.23, 5.34)  0.000
H (-7.47, -1.91, 4.07)  0.000
H (-4.94, -2.22, 3.45)  0.000
H (-4.54, -0.79, 4.33)  0.000
H (-5.46, 0.69, 2.96)  0.000
H (-6.46, -0.51, 2.06)  0.000
H (-4.55, -1.42, 0.88)  0.000
H (-3.35, -0.67, 2.02)  0.000
H (-3.64, -0.39, -1.36)  0.000
H (-2.30, -0.48, -0.24)  -0.001
H (-2.95, 1.94, -1.89)  0.000
H (-1.41, 1.25, -1.29)  0.000
H (-2.46, 3.39, -0.06)  0.000
H (-1.33, 2.33, 0.66)  0.000
H (-4.08, 2.50, 1.60)  0.000
H (-2.83, 1.45, 2.12)  0.000
H (-5.07, 1.88, -0.81)  0.000
H (-5.90, 1.69, 0.77)  0.000
H (-6.90, -0.44, -0.13)  0.000
H (-6.03, -0.34, -1.64)  0.000
H (-7.67, 2.14, -1.07)  0.000
H (-8.52, 0.58, -1.44)  0.000
H (-7.44, 1.19, -2.54)  0.000
As (1.51, -0.27, 0.81)  0.002
F (3.19, -0.74, 0.54)  0.000
F (0.97, -1.47, -0.46)  0.000
F (-0.17, 0.24, 1.03)  -0.001
F (2.03, 0.81, 2.17)  0.000
F (1.74, 1.07, -0.34)  0.000
F (1.28, -1.57, 2.09)  0.015
As (-1.69, -4.19, 1.21)  -0.002
F (-0.39, -4.72, 0.14)  0.000
F (-1.92, -5.86, 1.81)  0.000
F (-2.98, -3.60, 2.32)  0.000
F (-1.49, -2.46, 0.69)  0.001
F (-2.95, -4.59, -0.04)  0.000
F (-0.45, -3.92, 2.45)  0.019
C (-0.34, 2.84, 7.22)  0.000
O (-0.64, 2.92, 5.78)  0.000
O (0.31, 1.63, 7.43)  0.000
C (0.31, 4.20, 7.74)  0.000
F (0.17, 4.28, 9.02)  0.000
F (1.60, 4.40, 7.48)  0.000
F (-0.34, 5.30, 7.30)  0.000
C (0.44, 3.06, 4.87)  0.000
C (-0.05, 3.34, 3.43)  0.000
H (-0.94, 2.74, 3.24)  0.000
H (-0.39, 4.36, 3.26)  0.000
H (0.79, 3.08, 2.79)  0.000
H (0.95, 2.10, 4.76)  0.000
H (1.17, 3.81, 5.15)  0.000
H (-1.34, 2.88, 7.65)  0.000
C (2.03, 1.57, -8.82)  0.000
C (0.91, 2.02, -7.92)  0.000
C (0.00, 0.99, -7.31)  0.000
C (0.65, 0.03, -6.29)  0.000
C (1.29, 0.63, -5.03)  0.000
C (0.46, 0.59, -3.67)  0.000
H (2.66, 0.84, -8.30)  0.000
H (2.67, 2.41, -9.06)  0.000
H (1.70, 1.11, -9.76)  0.000
H (1.39, 2.68, -7.20)  0.000
H (0.23, 2.73, -8.40)  0.000
H (-0.61, 0.42, -8.01)  0.000
H (-0.67, 1.61, -6.70)  0.000
H (-0.02, -0.75, -5.92)  0.000
H (1.39, -0.55, -6.84)  0.000
H (2.26, 0.18, -4.82)  0.000
H (1.46, 1.68, -5.29)  0.000
H (-0.51, 1.07, -3.57)  0.000
H (0.14, -0.44, -3.49)  0.000
H (1.08, 1.01, -2.88)  0.000
C (5.00, -4.45, 3.80)  0.000
O (4.02, -3.38, 3.80)  0.005
C (4.47, -2.07, 3.60)  0.002
C (3.75, -1.26, 4.65)  0.000
O (2.30, -1.55, 4.57)  0.009
C (1.48, -0.75, 5.48)  0.006
C (0.11, -0.98, 4.92)  -0.007
O (-0.17, -2.37, 4.61)  -0.008
C (-1.48, -2.72, 5.06)  0.001
H (5.10, -4.68, 2.73)  0.000
H (4.66, -5.35, 4.30)  0.000
H (5.97, -4.23, 4.24)  0.001
H (4.26, -1.82, 2.56)  -0.001
H (5.56, -2.08, 3.73)  0.001
H (3.86, -0.18, 4.54)  0.000
H (4.19, -1.44, 5.64)  0.000
H (1.79, 0.27, 5.29)  -0.001
H (1.55, -0.96, 6.55)  0.000
H (-0.13, -0.34, 4.07)  0.001
H (-0.51, -0.57, 5.72)  0.000
H (-1.60, -3.76, 4.77)  0.000
H (-2.20, -2.15, 4.48)  0.000
H (-1.60, -2.70, 6.15)  0.001
C (1.88, 6.30, -5.21)  0.000
O (2.62, 5.15, -4.98)  0.000
C (2.18, 4.35, -3.92)  0.000
C (2.44, 4.84, -2.48)  0.000
O (1.34, 5.64, -2.08)  0.000
C (1.16, 5.70, -0.64)  0.000
C (2.41, 6.10, 0.19)  0.000
O (3.40, 5.14, 0.25)  0.000
C (3.12, 3.91, 0.90)  0.000
H (0.86, 5.99, -5.45)  0.000
H (2.32, 6.80, -6.07)  0.000
H (1.92, 6.99, -4.37)  0.000
H (2.83, 3.48, -4.09)  0.000
H (1.16, 4.03, -4.12)  0.000
H (3.36, 5.42, -2.34)  0.000
H (2.65, 3.95, -1.89)  0.000
H (0.82, 4.73, -0.26)  0.000
H (0.30, 6.33, -0.44)  0.000
H (2.07, 6.19, 1.23)  0.000
H (2.90, 7.03, -0.09)  0.000
H (3.34, 3.98, 1.96)  0.000
H (3.91, 3.21, 0.61)  0.000
H (2.13, 3.46, 0.91)  0.000
O (3.82, -3.97, -0.25)  0.000
C (3.70, -3.81, -1.44)  0.000
O (4.65, -3.31, -2.24)  0.000
C (5.89, -2.85, -1.68)  0.000
C (6.72, -2.18, -2.73)  0.000
C (2.47, -4.21, -2.21)  0.000
H (6.46, -3.66, -1.22)  0.000
H (5.73, -2.17, -0.84)  0.000
H (7.71, -2.03, -2.32)  0.000
H (6.35, -1.21, -3.05)  0.000
H (6.82, -2.75, -3.65)  0.000
H (2.00, -5.11, -1.82)  0.000
H (2.56, -4.36, -3.29)  0.000
H (1.74, -3.41, -2.07)  0.000
O (-2.82, -4.53, -3.12)  0.000
C (-1.69, -4.07, -3.33)  0.000
O (-0.64, -4.83, -3.67)  0.000
C (-0.83, -6.21, -3.98)  0.000
C (-0.45, -7.07, -2.80)  0.000
C (-1.36, -2.64, -2.97)  0.000
H (-0.27, -6.51, -4.87)  0.000
H (-1.88, -6.39, -4.22)  0.000
H (-1.13, -6.68, -2.04)  0.000
H (0.57, -6.90, -2.46)  0.000
H (-0.83, -8.07, -3.00)  0.000
H (-1.76, -2.33, -2.00)  0.000
H (-1.76, -2.02, -3.77)  0.000
H (-0.28, -2.54, -2.85)  0.000

The following is a DFT calculation (ωB97M-V with the def2-TZVPD basis set) of 2 unconnected molecules or ions with the total composition C2H5FO.

As for the spin multiplicity: 3. The expectation value of S² is 2.006. The calculation puts the energy above the lowest of the compared OMol25 structures with the same formula, charge and spin at 104.0 kJ/mol. Its lowest unoccupied orbital energy (spin up / spin down) is 0.027 / -0.011 Eh.

Each line ends with the Mulliken spin population.
Atoms and positions in Å:
C (-0.63, -0.82, 0.55)  0.891
C (0.24, 0.96, -0.87)  0.917
O (0.13, -0.81, 1.67)  0.126
F (-0.53, 0.96, -1.96)  0.059
H (-1.47, -0.18, 0.49)  -0.001
H (-0.25, -1.30, -0.35)  -0.004
H (0.27, 1.93, -0.27)  0.006
H (1.31, 0.75, -0.91)  0.008
H (0.92, -1.49, 1.64)  -0.003

no.,E_tot (eV)
1,-7797.150
2,-332963.206
3,-260177.839
4,-6914.287